The ion C2H9N2O with charge +1, computed with ωB97M-V/def2-TZVPD.

LUMO = -0.1401 Ha
orbital gap = 0.390 Ha
energy relative to the best compared isomer or geometry (same formula, charge and spin) = 42.7 kcal per mole
multiplicity = 1
SMILES = [NH3+]CNCO
total charge = +1

Each line ends with the Löwdin charge.
Atoms and positions in Å:
N  0.87  0.83  1.34  0.209
C  0.45  0.99  -0.13  -0.209
N  0.31  -0.26  -0.72  -0.025
C  -1.05  -0.87  -0.58  -0.279
O  -1.12  -2.02  -1.33  0.006
H  1.07  1.73  1.77  0.172
H  0.13  0.37  1.87  0.163
H  1.69  0.22  1.42  0.172
H  -0.35  1.74  -0.11  0.144
H  1.26  1.57  -0.57  0.141
H  0.58  -0.28  -1.69  0.139
H  -1.80  -0.17  -0.94  0.133
H  -1.20  -1.06  0.49  0.124
H  -0.85  -2.79  -0.82  0.110